[1]
This record from OMol25 describes a molecular structure, C24H22CrN4O5SSe. The level of theory is ωB97M-V/def2-TZVPD.

Geometry as XYZ:
```
58
Properties=species:S:1:pos:R:3:forces:R:3
Cr 0.056598 0.509946 -1.528745 0.2 0.9 0.2
N 3.657322 -0.977229 -3.298223 -0.1 0.2 0.0
C 2.716536 -0.262167 -2.588698 0.2 0.0 -0.1
S 1.518042 0.629473 -3.508469 -0.1 -0.2 0.3
N 2.842437 -0.279137 -1.295644 -0.3 0.1 0.0
N 1.858241 0.518276 -0.699738 0.3 -0.5 0.1
C 2.214514 1.162343 0.344238 0.1 0.1 0.1
C 1.442435 2.261484 0.871160 0.0 -0.1 0.1
C 1.875406 2.894961 2.046604 0.0 -0.1 0.0
C 1.289743 4.053573 2.495085 -0.1 0.1 -0.1
C 0.254038 4.623358 1.738516 0.1 0.0 0.1
C -0.183880 4.027338 0.581412 -0.1 0.0 -0.1
C 0.380646 2.819239 0.124893 -0.1 -0.1 0.0
O -0.089596 2.285877 -0.980980 0.1 -0.3 -0.2
H 3.397001 -1.224340 -4.235590 0.0 0.0 0.0
H 4.176699 -1.658712 -2.770027 0.0 0.0 0.0
H 3.194931 0.947446 0.764793 0.0 0.1 0.0
H 2.689524 2.440522 2.603670 0.0 0.0 0.0
H 1.627421 4.524140 3.409613 0.0 0.0 0.0
H -0.208992 5.546275 2.069755 0.0 0.0 0.0
H -0.991679 4.448415 -0.003855 0.0 0.0 0.0
O 0.105760 -1.433896 -1.982845 0.4 -0.3 0.0
C -0.694548 -2.119625 -2.615837 -0.2 0.0 -0.1
C -1.908187 -1.666947 -3.213072 0.0 0.0 0.0
C -2.702946 -2.606434 -3.873745 0.1 -0.2 0.0
C -3.852662 -2.220654 -4.494814 -0.4 0.0 -0.3
C -4.251573 -0.859673 -4.501438 -0.1 -0.2 -0.1
C -3.504835 0.075425 -3.865283 0.1 0.0 0.1
C -2.300133 -0.279878 -3.158376 0.0 -0.1 0.0
O -1.647323 0.596243 -2.540995 -0.3 0.2 -0.2
N -4.671684 -3.217571 -5.179144 0.2 0.4 0.2
O -4.303677 -4.380586 -5.173897 0.0 0.0 0.0
O -5.691676 -2.834399 -5.728457 -0.1 0.0 0.0
H -0.448264 -3.183591 -2.744682 -0.1 0.0 0.0
H -2.414091 -3.651124 -3.896783 0.0 0.1 0.0
H -5.156687 -0.591172 -5.027027 0.0 0.0 0.0
H -3.788610 1.119482 -3.859495 0.0 0.0 0.0
C 2.374594 -0.778900 5.495881 0.0 0.0 -0.1
C 1.510916 -0.644414 4.264159 0.0 0.0 0.0
C 0.481280 0.283354 4.204487 -0.1 0.0 -0.1
C -0.348708 0.401613 3.088253 0.0 0.0 0.1
C -1.437823 1.442439 3.102927 0.1 -0.1 0.1
C -0.151612 -0.451980 1.991970 0.1 -0.1 0.0
Se -1.290248 -0.312926 0.453603 -0.2 0.3 -0.1
C 0.861852 -1.423948 2.050409 0.1 0.0 0.1
C 1.064160 -2.418677 0.938096 0.1 0.0 0.0
C 1.686640 -1.487304 3.174081 0.0 0.0 -0.1
H 2.311010 0.112323 6.122022 0.0 0.0 0.0
H 3.422627 -0.938466 5.231912 0.0 0.0 0.0
H 2.059150 -1.632984 6.101363 0.0 0.0 0.0
H 0.317764 0.949330 5.048661 0.0 0.0 0.0
H -1.376615 2.042418 4.014447 0.0 0.0 0.0
H -2.423989 0.975950 3.050141 0.0 0.0 0.0
H -1.361336 2.100085 2.238439 0.0 0.0 0.0
H 1.460096 -1.954874 0.032461 0.0 0.0 0.1
H 0.109468 -2.871485 0.662340 0.0 0.0 0.0
H 1.759715 -3.201136 1.252621 0.0 0.0 0.0
H 2.484810 -2.227102 3.197845 -0.1 0.0 0.0
```
Forces are in eV/Å.

Output
spin multiplicity: 2
net charge: -1
expectation value of S²: 0.772
electronic energy: -5367.14805 Eh
HOMO (alpha / beta): -4.6 / -4.6 eV
E_LUMO (alpha / beta): 2.0 / 2.1 eV
relative energy (zero: lowest compared OMol25 entry of this formula, charge and spin): 1.1 kcal/mol

[2]
This record from OMol25 describes 11 unconnected molecules or ions with the total composition C31H88N18O15. The level of theory is ωB97M-V/def2-TZVPD.

Geometry as XYZ:
```
152
Properties=species:S:1:pos:R:3:forces:R:3
C 11.893903 3.105350 -1.418450 -0.2 0.3 -0.4
O 10.746812 2.298967 -1.315271 -0.8 -0.2 -0.3
C 10.954500 0.954177 -0.879619 1.2 1.2 1.0
C 9.757176 0.367001 -0.128889 -0.6 1.0 -2.0
N 8.592938 0.370030 -1.027682 -0.2 -0.1 0.7
C 7.350127 -0.011937 -0.365016 0.4 -0.5 -0.1
C 6.189965 0.267140 -1.304526 -0.1 -0.4 0.5
O 4.998376 0.329364 -0.539660 0.0 0.2 -0.6
C 3.887623 0.723064 -1.319878 -0.8 0.3 0.0
H 12.578263 2.874064 -2.241993 0.0 -0.7 0.1
H 12.454191 3.148453 -0.481301 0.0 0.0 0.1
H 11.549248 4.100360 -1.701516 -0.2 0.1 0.4
H 11.764470 1.095187 -0.153459 0.2 -0.8 0.2
H 11.347086 0.358093 -1.707019 -0.3 -0.3 0.0
H 9.448568 1.083016 0.633035 0.4 -0.2 0.4
H 10.018398 -0.611234 0.283537 0.0 0.0 0.2
H 8.702299 -0.154203 -1.885667 0.3 -0.1 0.1
H 7.236834 0.496934 0.594746 -0.1 0.7 -0.3
H 7.365022 -1.056306 -0.022562 -0.1 -0.3 -0.3
H 6.048723 -0.533878 -2.039444 0.3 -0.1 -0.2
H 6.442599 1.177124 -1.856262 -0.4 0.3 0.1
H 3.800946 0.306055 -2.328726 0.5 -0.6 0.1
H 3.841409 1.802405 -1.496583 0.2 0.2 0.3
H 2.976360 0.427797 -0.802167 0.1 0.1 0.1
C 2.274731 3.729490 3.784938 0.8 -0.4 -1.2
O 2.533111 2.409329 4.195006 -0.4 -0.6 1.5
C 2.579696 1.384548 3.231236 -1.3 1.1 -2.0
C 1.191278 1.014046 2.631087 1.1 -0.3 0.9
N 0.455763 0.166192 3.571430 0.0 0.2 -0.5
C -0.894476 -0.024111 3.042556 0.4 0.9 0.7
C -1.827028 -0.562662 4.110192 0.6 -0.7 -0.5
O -1.849375 0.273762 5.240452 -0.1 0.5 0.2
C -3.022404 0.130806 6.008247 -0.3 -0.2 -0.1
H 2.267801 4.352279 4.674129 -0.2 0.0 -0.1
H 1.398480 3.873264 3.145613 -0.5 -0.2 0.5
H 3.087769 4.034920 3.112122 0.3 0.3 0.2
H 3.023771 0.462099 3.596156 0.2 0.3 0.5
H 3.144783 1.808832 2.392086 0.4 -0.4 -0.2
H 1.381229 0.458598 1.708529 0.0 -0.2 0.0
H 0.629182 1.904444 2.325247 0.0 0.2 0.1
H 0.420682 0.622313 4.476130 -0.1 0.1 0.0
H -0.777604 -0.647635 2.154621 -0.5 -0.3 0.1
H -1.280863 0.945786 2.703805 -0.2 0.0 -0.2
H -1.394759 -1.525454 4.410820 -0.4 -0.3 0.1
H -2.823115 -0.682250 3.679431 -0.1 -0.1 0.1
H -3.909034 0.446849 5.448612 0.0 0.3 -0.1
H -2.946624 0.723777 6.916947 0.2 0.1 -0.1
H -3.240891 -0.901973 6.299948 0.4 -0.2 0.0
C -2.279545 8.352358 2.233393 0.4 -0.4 0.6
O -2.765655 7.015883 2.173383 0.2 0.2 0.6
C -3.697177 6.792874 3.242389 -1.3 -0.1 -0.4
C -4.227117 5.353295 3.218851 0.2 0.4 -0.8
N -3.132768 4.417687 3.275436 -0.1 0.2 1.2
C -3.500550 3.024534 3.466373 -0.4 -0.2 -1.4
C -4.251003 2.391900 2.260236 1.1 -0.4 0.5
O -5.586419 2.791043 2.229259 -1.0 -0.1 0.2
C -6.348204 2.048257 1.292991 -0.2 0.3 0.0
H -1.420055 8.485438 1.576609 -0.4 -0.2 -0.5
H -1.852832 8.528302 3.225494 -0.3 0.2 0.2
H -3.075611 9.069347 2.030817 0.1 0.1 -0.1
H -4.543859 7.459374 3.039250 -0.2 0.0 0.0
H -3.350968 7.100584 4.232060 0.7 -0.3 -0.1
H -4.773394 5.204546 2.278830 -0.3 0.3 0.0
H -4.947679 5.186650 4.020844 0.2 0.1 0.2
H -2.611436 4.541376 2.418816 0.2 -0.6 0.0
H -4.169564 2.814739 4.304429 0.1 0.7 0.3
H -2.590333 2.464542 3.680787 0.0 -0.1 -0.2
H -4.169200 1.305328 2.415352 -0.1 -0.2 -0.2
H -3.796875 2.639594 1.293964 0.3 0.0 0.1
H -6.473350 0.996415 1.559354 0.4 -0.1 0.1
H -5.918253 2.107712 0.290840 0.1 -0.1 -0.1
H -7.356371 2.460767 1.256922 0.1 0.2 0.1
C -1.809447 -10.367389 -3.012158 0.2 0.3 1.0
O -1.740468 -9.128476 -2.321897 -0.6 0.3 -0.3
C -0.661496 -8.955463 -1.437516 1.2 -0.4 -0.7
C -0.554155 -7.496447 -1.058478 0.1 0.1 0.0
N -1.655123 -7.084944 -0.212525 -0.1 0.6 0.4
C -1.441433 -5.789371 0.454331 -1.4 -0.3 0.0
C -1.390208 -4.576147 -0.471926 1.7 -0.2 -1.4
O -2.337240 -4.514561 -1.538240 -0.1 -0.2 1.0
C -2.046596 -3.426208 -2.401074 -0.5 -0.2 -0.4
H -2.689985 -10.354645 -3.649168 0.0 0.1 0.1
H -1.901879 -11.146288 -2.250364 -0.1 -0.4 -0.3
H -0.917952 -10.554975 -3.615762 0.1 0.1 0.0
H 0.264258 -9.225085 -1.966006 0.1 0.1 -0.2
H -0.647547 -9.646365 -0.587886 -0.7 0.1 0.3
H -0.431050 -6.916184 -1.981370 -0.4 0.0 -0.2
H 0.381073 -7.288799 -0.531070 0.0 -0.4 0.3
H -2.511236 -7.073299 -0.752130 0.0 0.1 0.0
H -0.545001 -5.902575 1.066223 0.4 0.4 -0.4
H -2.206018 -5.624015 1.219307 -0.4 -0.3 -0.2
H -0.455764 -4.705285 -1.034436 0.5 0.4 0.4
H -1.329685 -3.604138 0.025676 -0.1 -0.1 0.4
H -2.381671 -2.472203 -1.991174 -0.3 0.0 0.0
H -2.576937 -3.678630 -3.318654 -0.1 0.4 -0.1
H -1.000016 -3.266539 -2.674811 0.3 -0.6 0.3
N 0.625067 3.979159 0.058217 0.7 0.2 -0.2
C -0.478524 4.346654 0.719815 -0.6 0.0 0.4
N -0.468755 5.635329 1.158579 -0.1 0.1 0.1
O -1.423465 3.575667 0.926694 -0.1 0.6 0.0
H 0.790630 3.012808 -0.204146 -0.1 -0.1 -0.2
H 1.359194 4.663564 0.032795 0.3 -0.4 -0.2
H 0.297662 6.229682 0.902446 -0.1 0.1 0.1
H -1.277379 6.040944 1.624446 0.1 -0.2 -0.1
N 2.914429 -3.324039 -3.686992 -1.0 0.2 -0.4
C 2.855635 -2.804077 -2.449808 0.7 0.0 0.3
N 4.048302 -2.891942 -1.804600 0.2 0.3 0.9
O 1.864277 -2.295078 -1.903975 0.4 -0.4 -0.6
H 2.084330 -3.229905 -4.282588 0.0 -0.3 -0.3
H 3.802973 -3.514932 -4.108888 0.0 0.0 0.0
H 4.862307 -3.295235 -2.226506 0.0 -0.1 0.0
H 4.116456 -2.535021 -0.866137 0.0 0.1 -0.1
N -1.073875 -1.797114 -5.946826 -0.2 -0.4 -0.8
C -0.066902 -2.187442 -5.157008 1.4 -0.6 1.1
N 0.180222 -1.372162 -4.128562 0.0 0.8 0.3
O 0.627696 -3.212603 -5.300992 -0.7 0.2 -0.7
H -1.665168 -1.041481 -5.644114 -0.1 -0.1 -0.3
H -1.187163 -2.334348 -6.788342 -0.5 0.2 0.0
H -0.332671 -0.509631 -4.024030 0.0 0.0 0.3
H 0.872008 -1.647456 -3.447238 -0.1 0.0 0.2
N -5.521754 0.559553 -3.031186 -0.6 0.3 -0.4
C -5.166803 -0.061464 -1.876284 -0.1 -0.1 -0.8
N -3.842180 -0.209286 -1.738466 0.2 -0.4 0.9
O -6.035562 -0.463540 -1.095923 0.4 -0.1 0.4
H -4.824571 0.969901 -3.620290 -0.1 0.1 0.0
H -6.499863 0.736943 -3.174770 0.1 0.1 -0.1
H -3.146591 0.014301 -2.448268 -0.4 -0.1 0.1
H -3.566697 -0.745270 -0.914917 0.2 0.2 -0.4
N -3.300667 -2.812913 2.355528 1.7 0.7 -1.0
C -3.637796 -2.104961 1.216326 -0.2 -1.2 1.1
N -4.930083 -2.301290 0.990628 -1.6 0.9 -1.0
O -2.857356 -1.465103 0.503690 0.0 -0.6 0.6
H -4.001803 -3.075411 3.015840 0.2 -0.3 0.1
H -2.325815 -3.044399 2.450440 -0.1 0.0 0.6
H -5.465414 -2.749257 1.707481 -0.2 -0.2 -0.1
H -5.452247 -1.760361 0.301836 0.2 0.2 -0.1
N -3.095523 2.614118 -4.446378 -0.1 0.1 0.1
C -2.149421 1.908410 -3.774566 0.7 -0.7 0.1
N -1.348728 2.681432 -3.022869 -0.1 0.2 0.0
O -2.020629 0.675015 -3.868160 -0.3 0.4 -0.2
H -3.757110 2.169386 -5.054746 0.1 0.1 -0.1
H -3.149179 3.587517 -4.213233 -0.5 0.1 -0.4
H -0.695314 2.296842 -2.336414 0.1 0.0 -0.3
H -1.609083 3.649429 -2.973894 0.4 0.1 0.4
N -1.418940 1.002125 -0.038081 -0.2 1.0 -0.7
C -0.391692 0.635155 -0.844493 0.4 -1.1 1.9
N -0.314122 -0.699110 -0.993652 -0.1 0.3 -0.5
O 0.523977 1.382539 -1.234378 -0.4 0.8 -0.5
H -1.599831 1.991757 0.139399 0.3 -0.2 0.1
H -2.164032 0.346234 0.137363 0.1 0.1 0.1
H 0.514909 -1.095719 -1.427756 -0.4 -0.3 0.4
H -1.021505 -1.192646 -0.472594 0.4 -0.8 -0.3
```
Forces are in eV/Å.

Output
spin multiplicity: 1
electronic energy: -3348.29446 Eh
HOMO: -8.0 eV
E_LUMO: 0.3 eV
relative energy (zero: lowest compared OMol25 entry of this formula, charge and spin): 1.8 kcal/mol

| no. | strongest force on any atom (eV/Å) |
| --- | --- |
| 1 | 0.9 |
| 2 | 2.6 |